Computed, not measured: a structure of composition C38H35N2P2Pt, with ωB97M-V/def2-TZVPD.

- M: 776.74 g mol⁻¹
- Multiplicity: 5
- Net charge: +3
- Gap between HOMO and LUMO (spin up / spin down): 8.06 / 4.64 eV
- HOMO level (spin up / spin down): -16.155 / -16.777 eV

Each line ends with the Mulliken spin population.
Element x y z (Å)
Pt: 0.51 0.24 -0.28  1.2331
N: -0.50 -0.72 -3.12  0.0535
P: 0.42 -1.54 -1.95  0.2523
C: 0.27 -3.27 -2.46  0.0624
C: -0.80 -3.77 -3.19  0.0185
C: -0.75 -5.06 -3.68  -0.0061
C: 0.34 -5.88 -3.38  0.0330
C: 1.38 -5.40 -2.60  -0.0102
C: 1.35 -4.10 -2.13  0.0274
C: 2.15 -1.10 -2.36  0.0397
C: 2.55 -0.87 -3.67  0.0120
C: 3.88 -0.62 -3.95  0.0190
C: 4.81 -0.58 -2.91  0.0248
C: 4.41 -0.80 -1.60  0.0080
C: 3.08 -1.05 -1.31  0.1110
C: -0.51 0.65 -3.24  -0.0342
C: -0.94 1.26 -4.43  0.0218
C: -0.86 2.63 -4.54  -0.0086
C: -0.36 3.37 -3.48  0.0246
C: 0.02 2.70 -2.33  -0.0070
N: -0.07 1.38 -2.21  0.1782
H: -0.92 -1.24 -3.89  0.0002
H: -1.67 -3.16 -3.40  0.0017
H: -1.56 -5.45 -4.28  0.0000
H: 0.36 -6.90 -3.73  0.0007
H: 2.22 -6.04 -2.35  0.0002
H: 2.18 -3.72 -1.54  0.0041
H: 1.83 -0.93 -4.48  -0.0005
H: 4.20 -0.47 -4.97  0.0014
H: 5.85 -0.39 -3.13  0.0008
H: 5.15 -0.79 -0.81  0.0005
H: 2.77 -1.28 -0.29  -0.0359
H: -1.32 0.66 -5.24  0.0010
H: -1.18 3.12 -5.44  0.0001
H: -0.26 4.44 -3.53  0.0024
H: 0.41 3.25 -1.48  0.0056
C: -1.84 4.28 1.97  0.0180
C: -2.63 3.31 2.77  0.0343
C: -3.61 3.74 3.66  -0.0168
C: -4.37 2.83 4.38  0.0711
C: -4.16 1.46 4.23  0.0084
C: -3.20 1.00 3.33  0.0425
C: -2.41 1.93 2.65  0.1533
P: -0.99 1.40 1.67  0.2658
C: -1.24 -0.40 1.28  0.0568
C: -2.37 -0.58 0.45  0.1338
C: -2.92 -1.84 0.25  -0.0210
C: -2.34 -2.94 0.89  0.0884
C: -1.22 -2.78 1.68  -0.0387
C: -0.62 -1.54 1.87  0.1720
C: 0.64 -1.44 2.68  0.0814
C: 0.46 1.67 2.74  0.1203
C: 0.34 1.84 4.11  0.0462
C: 1.48 1.95 4.89  0.1458
C: 2.74 1.86 4.31  -0.0323
C: 2.87 1.70 2.95  0.1555
C: 1.73 1.66 2.12  -0.0051
C: 1.84 1.68 0.68  0.4160
H: -2.23 5.29 2.06  0.0024
H: -1.85 4.01 0.91  -0.0009
H: -0.80 4.30 2.31  0.0105
H: -3.81 4.80 3.77  0.0001
H: -5.15 3.18 5.04  0.0008
H: -4.73 0.76 4.81  0.0040
H: -3.04 -0.06 3.21  0.0042
H: -2.86 0.28 0.01  0.0074
H: -3.79 -1.96 -0.36  0.0015
H: -2.77 -3.92 0.76  -0.0035
H: -0.80 -3.64 2.17  0.0036
H: 1.05 -2.43 2.88  0.0016
H: 0.44 -0.96 3.65  0.0066
H: 1.40 -0.84 2.16  -0.0084
H: -0.64 1.89 4.57  0.0174
H: 1.39 2.10 5.96  0.0017
H: 3.62 1.93 4.93  0.0035
H: 3.85 1.67 2.50  -0.0032
H: 2.86 1.65 0.29  -0.0088
H: 1.27 2.52 0.25  0.0284

---

Computed, not measured: a structure of composition C41H44F5GeIrNO3P2, with ωB97M-V/def2-TZVPD.

- ΔE to the lowest compared entry with this formula, charge and spin: 0.00 kJ/mol
- M: 1020.57 g mol⁻¹
- Multiplicity: 2
- Net charge: +2
- Gap between HOMO and LUMO (spin up / spin down): 8.30 / 6.40 eV
- HOMO level (spin up / spin down): -14.139 / -14.087 eV

Each line ends with the Mulliken spin population.
Element x y z (Å)
Ir: 0.82 -0.39 -0.61  0.7143
O: 0.37 -0.29 1.51  0.0597
P: -0.97 -0.09 2.22  -0.0122
C: -2.27 0.40 1.04  0.0093
P: -2.41 -0.75 -0.35  -0.0132
O: -0.99 -1.24 -0.73  -0.0192
C: -3.34 -2.18 0.13  -0.0026
C: -4.72 -2.04 0.31  0.0000
C: -5.47 -3.13 0.72  0.0002
C: -4.85 -4.35 0.94  0.0001
C: -3.49 -4.50 0.75  -0.0005
C: -2.72 -3.41 0.35  0.0016
C: -3.25 0.08 -1.67  0.0038
C: -3.39 -0.62 -2.87  0.0034
C: -4.03 -0.03 -3.94  0.0006
C: -4.54 1.26 -3.81  0.0010
C: -4.42 1.95 -2.62  -0.0008
C: -3.77 1.37 -1.54  -0.0007
C: -0.86 1.25 3.39  0.0099
C: -1.97 2.00 3.76  -0.0007
C: -1.83 3.00 4.71  -0.0001
C: -0.60 3.24 5.30  0.0001
C: 0.51 2.48 4.93  -0.0001
C: 0.38 1.48 3.98  0.0016
C: -1.49 -1.60 3.00  -0.0009
C: -2.76 -1.71 3.57  -0.0004
C: -3.15 -2.90 4.16  0.0002
C: -2.27 -3.97 4.20  -0.0001
C: -1.00 -3.86 3.65  -0.0010
C: -0.61 -2.68 3.04  -0.0009
H: -2.00 1.39 0.66  0.0039
H: -3.23 0.47 1.55  -0.0005
H: -5.21 -1.09 0.12  -0.0001
H: -6.54 -3.02 0.86  0.0000
H: -5.44 -5.21 1.25  0.0000
H: -3.01 -5.46 0.90  0.0001
H: -1.66 -3.51 0.20  -0.0008
H: -3.00 -1.63 -2.96  0.0008
H: -4.14 -0.56 -4.87  0.0000
H: -5.05 1.72 -4.65  0.0000
H: -4.83 2.95 -2.52  0.0000
H: -3.68 1.92 -0.61  0.0000
H: -2.94 1.83 3.32  0.0002
H: -2.69 3.59 5.00  0.0000
H: -0.49 4.02 6.04  0.0001
H: 1.47 2.67 5.39  0.0000
H: 1.24 0.89 3.69  -0.0001
H: -3.45 -0.87 3.57  0.0000
H: -4.13 -2.98 4.61  -0.0001
H: -2.57 -4.90 4.67  0.0000
H: -0.32 -4.70 3.69  0.0000
H: 0.38 -2.58 2.60  -0.0016
F: -0.74 0.88 -3.05  0.0024
C: -0.47 1.80 -2.12  -0.0314
C: 0.30 1.47 -0.99  0.0715
C: 0.61 2.51 -0.12  0.0045
F: 1.33 2.29 0.98  0.0015
C: 0.16 3.81 -0.34  -0.0129
F: 0.47 4.76 0.53  -0.0010
C: -0.60 4.10 -1.45  0.0326
F: -1.02 5.33 -1.67  0.0036
C: -0.91 3.09 -2.36  -0.0148
F: -1.60 3.36 -3.45  -0.0010
O: 2.79 -0.19 -0.10  -0.0100
C: 3.98 -0.09 -0.47  0.0030
C: 4.95 -1.22 -0.29  -0.0026
C: 5.98 -0.73 0.77  0.0002
C: 5.46 0.32 1.78  -0.0005
C: 5.49 1.79 1.32  0.0002
C: 4.44 2.15 0.26  -0.0006
N: 4.51 1.10 -0.80  -0.0019
H: 5.45 -1.46 -1.23  0.0002
H: 4.41 -2.10 0.05  -0.0004
H: 6.86 -0.31 0.26  -0.0001
H: 6.34 -1.60 1.31  0.0000
H: 6.09 0.25 2.67  0.0000
H: 4.45 0.05 2.11  0.0005
H: 6.49 2.02 0.93  0.0000
H: 5.34 2.44 2.18  0.0000
H: 4.64 3.12 -0.19  0.0001
H: 3.44 2.15 0.67  0.0002
H: 5.46 1.01 -1.13  0.0003
C: 4.12 -0.72 -3.81  0.0121
Ge: 2.22 -0.29 -3.93  0.0754
C: 1.41 -1.23 -5.43  0.0196
C: 2.01 1.64 -4.14  0.0007
C: 1.22 -1.15 -2.39  0.0744
H: 4.56 -0.53 -4.79  0.0011
H: 4.29 -1.77 -3.57  0.0000
H: 4.64 -0.08 -3.10  -0.0016
H: 1.95 -1.01 -6.35  0.0041
H: 0.37 -0.92 -5.56  -0.0008
H: 1.43 -2.31 -5.27  -0.0007
H: 2.55 1.92 -5.04  0.0022
H: 2.46 2.19 -3.30  0.0001
H: 0.97 1.94 -4.27  -0.0010
H: 1.81 -2.07 -2.23  0.0036
H: 0.27 -1.42 -2.86  0.0127

---

Computed, not measured: a cluster of 2 separate species, C6H9N in total, with ωB97M-V/def2-TZVPD.

- ΔE to the lowest compared entry with this formula, charge and spin: 723.75 kJ/mol
- M: 95.14 g mol⁻¹
- Multiplicity: 2
- Net charge: +1
- Gap between HOMO and LUMO (spin up / spin down): 7.23 / 9.39 eV
- HOMO level (spin up / spin down): -13.790 / -15.973 eV

Each line ends with the Mulliken spin population.
Element x y z (Å)
C: 0.95 -1.66 0.30  0.0023
C: 1.93 -0.47 0.10  -0.0014
C: 1.04 0.80 0.33  -0.0029
C: -2.30 0.02 -0.36  -0.0437
N: -2.33 -1.04 0.27  0.8874
C: -0.14 1.55 0.31  0.0119
C: 0.59 1.38 -0.90  -0.0083
H: 1.55 -2.49 0.65  -0.0002
H: 0.16 -1.41 1.00  0.0035
H: 0.45 -1.96 -0.62  -0.0046
H: 2.82 -0.63 0.70  0.0000
H: 2.23 -0.42 -0.94  -0.0003
H: -2.68 0.98 0.05  0.0847
H: -2.05 0.24 -1.41  0.0720
H: -0.78 1.72 1.17  0.0000
H: 1.22 2.12 -1.41  -0.0003

---

Computed, not measured: a structure of composition C4H4N2O, with ωB97M-V/def2-TZVPD.

- ΔE to the lowest compared entry with this formula, charge and spin: 518.16 kJ/mol
- M: 96.09 g mol⁻¹
- Gap between HOMO and LUMO: 11.01 eV
- HOMO level: -10.580 eV

Each line ends with the natural charge from an NBO analysis.
Element x y z (Å)
C: 0.45 -0.82 0.85  -0.4242
C: -1.04 -0.46 0.27  -0.3949
C: -0.33 0.34 -0.73  0.0348
C: 0.85 0.25 -0.09  0.0882
H: 0.39 -0.34 1.90  0.2392
H: 0.69 -1.99 0.67  0.2601
H: -1.55 -1.41 -0.10  0.2185
H: -1.69 0.15 0.89  0.2325
N: -0.33 1.30 -1.58  -0.0352
N: 1.68 1.22 -0.50  -0.0849
O: 0.89 1.76 -1.57  -0.1342

---

Computed, not measured: an isolated molecule of C19H24N2O4S, with ωB97M-V/def2-TZVPD.

- ΔE to the lowest compared entry with this formula, charge and spin: 0.49 kJ/mol
- M: 376.48 g mol⁻¹
- SMILES: CCOC(=O)[C@](CC)(CCC(=O)O)c1csc(Nc2ccc(C)cc2)n1
- Gap between HOMO and LUMO: 8.23 eV
- HOMO level: -7.760 eV

Each line ends with the natural charge from an NBO analysis.
Element x y z (Å)
C: 1.67 -1.04 2.98  -0.6211
C: 0.24 -0.75 2.56  -0.0758
H: -0.23 -1.63 2.12  0.1884
H: -0.37 -0.42 3.40  0.2009
O: 0.26 0.29 1.57  -0.5115
C: -0.86 0.97 1.38  0.8361
O: -1.86 0.81 2.02  -0.6104
C: -0.75 1.96 0.21  -0.2084
C: -1.26 1.15 -0.95  0.2665
C: -2.26 1.46 -1.82  -0.4804
S: -2.49 0.19 -2.98  0.3222
C: -1.19 -0.70 -2.16  0.2898
N: -0.68 -0.07 -1.16  -0.5625
N: -0.85 -1.92 -2.63  -0.5965
C: 0.07 -2.82 -2.08  0.2250
C: 0.83 -2.53 -0.96  -0.2753
C: 1.71 -3.48 -0.47  -0.1829
C: 1.86 -4.72 -1.08  -0.0469
C: 1.10 -4.99 -2.21  -0.1866
C: 0.21 -4.06 -2.71  -0.2669
H: -0.38 -4.28 -3.59  0.2034
H: 1.19 -5.95 -2.71  0.2088
C: 2.82 -5.73 -0.53  -0.6233
H: 2.58 -5.96 0.50  0.2172
H: 3.84 -5.34 -0.56  0.2178
H: 2.80 -6.65 -1.11  0.2130
H: 2.30 -3.26 0.41  0.2045
H: 0.73 -1.58 -0.48  0.2560
H: -1.36 -2.24 -3.43  0.4019
H: -2.87 2.33 -1.87  0.2468
C: 0.72 2.33 -0.07  -0.3924
C: 0.88 3.34 -1.20  -0.6137
H: 0.37 2.99 -2.09  0.2113
H: 0.48 4.32 -0.93  0.1981
H: 1.93 3.46 -1.44  0.2168
H: 1.17 2.72 0.85  0.2064
H: 1.25 1.41 -0.33  0.2344
C: -1.66 3.16 0.49  -0.3883
H: -2.67 2.78 0.67  0.2446
H: -1.69 3.81 -0.39  0.2163
C: -1.22 3.97 1.71  -0.5234
C: -2.11 5.14 2.01  0.8011
O: -1.87 5.98 2.85  -0.5970
O: -3.22 5.18 1.27  -0.6886
H: -3.77 5.94 1.53  0.5005
H: -0.21 4.36 1.59  0.2348
H: -1.22 3.33 2.59  0.2498
H: 1.68 -1.86 3.69  0.2171
H: 2.11 -0.16 3.44  0.2130
H: 2.26 -1.31 2.11  0.2092

---

Computed, not measured: a structure of composition C3H8ClN3, with ωB97M-V/def2-TZVPD.

- ΔE to the lowest compared entry with this formula, charge and spin: 66.02 kJ/mol
- M: 121.57 g mol⁻¹
- Net charge: +2
- Gap between HOMO and LUMO: 9.26 eV
- HOMO level: -19.143 eV

Each line ends with the natural charge from an NBO analysis.
Element x y z (Å)
C: -1.46 0.88 0.47  0.4344
C: 0.62 -0.68 0.08  0.5881
C: 1.91 -0.68 -0.85  -0.4893
N: -2.11 1.83 -0.13  -0.6137
N: 0.39 -1.59 0.99  -0.6665
N: -0.32 0.36 -0.16  -0.5872
Cl: 2.81 0.09 0.44  0.1309
H: -1.60 0.61 1.57  0.2823
H: 1.94 -0.08 -1.83  0.2964
H: 2.45 -1.62 -1.21  0.3155
H: -3.01 2.10 0.27  0.4723
H: -2.00 2.12 -1.08  0.4563
H: 1.09 -2.39 1.05  0.4798
H: -0.48 -1.70 1.52  0.4551
H: -0.21 0.74 -1.12  0.4455